Record 1
DFT (ωB97M-V/def2-TZVPD) results for an isolated ion of composition C3H7NO2 and charge +1 in a non-equilibrium geometry.

Geometry as XYZ:
```
13
Properties=species:S:1:pos:R:3:forces:R:3
C -1.506 -0.202 -0.098 -1.49 -0.26 -1.70
N -0.643 0.730 0.527 3.24 -2.88 0.43
C 0.574 0.902 -0.336 -1.68 3.70 -1.75
C 1.387 -0.320 0.060 8.66 1.41 -3.22
O 2.408 -0.646 -0.694 -5.74 1.06 4.36
O 1.116 -0.765 1.434 -0.82 -0.35 -5.06
H -2.550 -0.020 0.227 0.40 -0.40 -0.47
H -1.268 -0.312 -1.166 -1.19 1.32 -0.32
H -1.264 -1.270 0.022 -0.07 -0.15 1.71
H -0.172 0.095 1.365 -1.01 2.33 0.25
H 0.149 1.054 -1.448 1.55 -1.00 2.35
H 1.195 1.894 -0.180 -1.12 -2.07 0.32
H 0.573 -1.139 0.288 -0.74 -2.70 3.10
```
Forces are in eV/Å.

Values from the calculation:
Frontier orbital gap (alpha / beta): 9.03 / 7.39 eV
E: -323.1699 a.u.
Energy relative to the best compared isomer or geometry (same formula, charge and spin): 7.1110 eV
Lowest unoccupied orbital energy (alpha / beta): -7.57 / -9.23 eV
Spin multiplicity: 2
Net charge: +1
⟨S²⟩: 0.7602
Highest occupied orbital energy (alpha / beta): -16.6 / -16.6 eV

Here are the Löwdin charges for atoms 1 to 2, given in e: -0.0624, 0.0962

Record 2
DFT (ωB97M-V/def2-TZVPD) results for a 3-piece molecular cluster, C24H42BCl2FN2O12 overall in a non-equilibrium geometry.

Geometry as XYZ:
```
84
Properties=species:S:1:pos:R:3:forces:R:3
C 0.136 4.389 -0.803 0.77 -0.26 1.43
C 1.229 3.164 -0.469 -0.60 -0.60 0.74
C 2.587 3.295 -1.442 0.60 0.27 1.87
N 1.060 2.252 0.522 -0.72 1.86 -4.66
C 0.335 0.998 0.141 0.77 -1.66 1.60
C 1.575 0.100 -0.416 1.74 -1.40 -1.83
O 1.946 -1.019 0.520 2.09 -0.30 -2.36
C 3.205 -1.670 0.025 0.31 -0.72 1.62
O 3.006 -2.476 -1.190 1.18 0.29 0.68
C 4.106 -3.425 -1.421 0.51 -0.66 -0.22
C 5.563 -2.730 -1.741 -0.32 -0.03 -0.03
O 6.573 -3.836 -1.742 -2.33 1.04 -2.17
C -0.180 -0.038 1.360 0.52 0.11 5.36
O 0.114 0.057 2.687 -2.07 -0.90 -9.19
N -1.099 -1.076 0.680 1.29 1.89 0.09
C -1.489 -0.541 -0.715 2.45 -1.20 -0.62
C -2.807 -1.145 -1.461 -0.55 -1.54 0.50
B -4.017 -1.671 -0.424 -1.57 -0.15 0.84
O -5.452 -1.314 -0.709 3.12 0.87 0.20
O -3.796 -2.524 0.758 -1.71 3.29 -1.53
C -1.155 1.064 -0.619 1.67 -0.87 -0.99
C -1.954 2.038 0.422 -1.74 0.73 -0.69
C -3.368 1.519 1.032 -0.87 1.94 1.70
C -3.999 2.837 1.856 0.73 0.00 -0.38
F -3.237 0.469 2.111 -0.18 2.00 -2.83
C -1.143 1.508 -2.232 -3.43 2.33 -2.13
Cl 0.401 1.418 -3.320 -2.12 -0.07 2.03
C -2.341 2.040 -2.967 2.89 -1.43 2.38
C -3.817 2.207 -2.318 -1.14 1.30 -1.16
Cl -2.165 2.565 -4.779 -0.46 -0.85 2.92
H -0.502 4.180 -1.761 1.32 0.44 1.77
H 0.790 5.362 -0.886 -1.38 -1.84 -0.19
H -0.525 4.522 0.176 1.25 -0.38 -2.31
H 3.484 3.432 -0.671 -1.77 -0.26 -1.63
H 2.815 2.301 -2.022 -0.75 2.04 1.12
H 2.563 4.249 -2.123 -0.15 -2.07 1.24
H 1.413 -0.426 -1.448 -0.11 1.13 1.77
H 2.607 0.693 -0.524 -2.72 -0.74 0.28
H 4.085 -0.896 -0.105 -2.00 -1.10 0.00
H 3.564 -2.431 0.871 -1.05 1.74 -1.53
H 4.189 -4.174 -0.507 0.08 1.67 -1.66
H 3.860 -4.110 -2.366 0.14 1.74 2.04
H 5.877 -1.942 -0.928 -0.52 -1.79 -1.52
H 5.555 -2.170 -2.789 -0.10 -1.21 2.20
H 6.444 -4.303 -2.623 0.30 0.81 1.63
H -0.662 -2.025 0.547 -0.48 1.47 0.86
H -0.651 -1.087 -1.371 -1.47 2.13 0.83
H -3.214 -0.528 -2.368 1.01 -0.91 1.91
H -2.472 -2.181 -1.964 -0.51 2.22 1.04
H -5.503 -0.463 -1.234 0.13 -1.70 0.70
H -4.384 -2.099 1.478 1.24 -1.25 -1.57
H -1.360 2.440 1.346 -0.54 -1.24 -1.92
H -2.207 3.027 -0.201 0.38 -2.30 1.45
H -4.200 1.232 0.270 1.87 -0.16 1.38
H -5.156 2.748 1.997 2.32 0.02 -0.05
H -3.786 3.824 1.238 -0.49 -2.04 1.16
H -3.406 2.943 2.875 -1.45 -0.34 -2.07
H -4.327 1.251 -1.887 1.47 1.59 -0.78
H -4.548 2.562 -3.196 1.75 -0.85 1.84
H -3.926 3.081 -1.512 0.64 -2.00 -1.71
C -10.342 4.085 3.850 -0.35 0.30 0.27
O -9.368 3.344 3.118 0.05 -1.04 -0.09
C -9.529 1.998 3.179 -0.38 -0.29 0.27
O -10.408 1.408 3.788 1.31 0.89 -0.91
O -8.543 1.422 2.446 -0.68 0.69 0.51
C -8.588 -0.003 2.419 0.02 -0.59 -0.03
H -10.116 5.149 3.732 0.19 -0.30 -0.15
H -11.345 3.900 3.454 0.17 -0.10 0.18
H -10.293 3.840 4.916 -0.12 -0.08 -0.23
H -9.522 -0.352 1.966 0.11 0.07 0.24
H -8.470 -0.412 3.428 -0.19 0.09 -0.17
H -7.755 -0.356 1.805 -0.09 0.35 0.07
C 8.482 -3.466 -0.003 -0.20 -0.23 -0.22
O 9.633 -3.831 0.756 1.26 -0.33 -0.28
C 10.670 -4.291 0.011 -0.28 0.06 -0.35
O 10.684 -4.408 -1.204 0.04 0.14 1.69
O 11.689 -4.600 0.853 -0.79 0.25 -0.48
C 12.856 -5.100 0.203 0.40 -0.17 -0.20
H 7.717 -3.113 0.694 0.31 -0.14 0.11
H 8.719 -2.652 -0.695 0.01 -0.30 -0.02
H 8.085 -4.332 -0.542 0.49 0.43 0.30
H 13.268 -4.351 -0.481 -0.17 -0.21 0.00
H 12.633 -6.031 -0.328 0.01 0.26 -0.04
H 13.605 -5.313 0.971 -0.36 0.14 0.05
```
Forces are in eV/Å.

Values from the calculation:
Frontier orbital gap: 7.62 eV
SMILES string: CC(C)=N[C@@]1(COCOCCO)C(=O)N[C@@H](CB(O)O)[C@]1(C[C@H](C)F)/C(Cl)=C(\C)Cl.COC(=O)OC.COC(=O)OC
E: -2996.7398 a.u.
Lowest unoccupied orbital energy: -0.53 eV
Highest occupied orbital energy: -8.2 eV

Here are the Löwdin charges for atoms 1 to 2, given in e: -0.0604, -0.2422

Record 3
DFT (ωB97M-V/def2-TZVPD) results for C4H7IN as an isolated structure in a non-equilibrium geometry.

Geometry as XYZ:
```
13
Properties=species:S:1:pos:R:3:forces:R:3
C -1.289 1.624 -1.060 -1.00 1.16 -2.05
C -2.194 0.688 -0.977 3.26 -0.78 1.09
C -0.251 0.573 -0.952 -2.19 0.85 1.41
C 0.438 0.428 0.394 -1.02 1.68 -0.03
N 0.360 -1.102 0.653 0.05 -1.02 -1.31
I -3.544 -0.767 -0.569 0.21 0.57 -0.21
H -1.283 2.649 -1.496 -0.01 -0.65 0.84
H 0.058 0.103 -1.850 0.68 -0.35 -0.61
H -0.263 1.117 1.079 1.58 -2.32 -0.77
H 1.518 0.837 0.579 -1.79 -1.20 -0.76
H -0.644 -1.377 0.741 0.73 0.38 -0.12
H 0.832 -1.397 1.503 0.27 -0.20 0.09
H 0.730 -1.701 -0.221 -0.76 1.90 2.42
```
Forces are in eV/Å.

Values from the calculation:
Frontier orbital gap: 8.63 eV
E: -508.6437 a.u.
Energy relative to the best compared isomer or geometry (same formula, charge and spin): 4.3568 eV
Lowest unoccupied orbital energy: -3.72 eV
Net charge: +1
Highest occupied orbital energy: -12.3 eV

Here are the Löwdin charges for atoms 1 to 2, given in e: -0.2117, -0.6041

What is the E in the second record?
-2996.7398 a.u.